This record from the Open Molecules 2025 dataset describes 15 unconnected molecules or ions with the total composition C97H220N12O15 in a non-equilibrium geometry. The level of theory is ωB97M-V with the def2-TZVPD basis set.

Each line ends with the Mulliken charge.
Geometry (Å):
C1 0.22429 -6.08652 0.63687  1.439
C2 0.24275 -7.27197 1.52644  0.614
C3 -1.18234 -7.68748 1.94878  -1.367
O1 0.86088 -8.34945 0.77203  -0.616
H1 -0.32791 -6.27529 -0.25639  -0.684
H2 1.18633 -5.70892 0.34281  -0.121
H3 -0.32167 -5.27831 1.15817  -0.713
H4 0.86254 -7.08465 2.43694  0.148
H5 -1.61011 -7.00820 2.73389  0.207
H6 -1.14710 -8.70038 2.31250  0.480
H7 -1.86753 -7.67810 1.11524  0.133
H8 1.83240 -8.10144 0.63031  0.323
C4 3.94690 0.92113 2.73665  -1.843
C5 3.18063 -0.21874 3.39574  2.429
C6 3.96950 -0.71647 4.55105  -1.784
O2 1.91858 0.33486 3.87716  0.322
H9 4.82404 0.57066 2.22904  0.517
H10 4.24318 1.63739 3.48305  0.378
H11 3.34268 1.40976 1.99072  0.082
H12 3.03226 -1.01097 2.68315  -0.589
H13 3.54261 -1.59063 4.99780  0.425
H14 3.95127 -0.00836 5.42132  0.183
H15 4.99573 -0.80278 4.23701  0.483
H16 1.65068 0.01001 4.76594  -0.231
C7 -5.04286 -7.08350 -0.42094  -1.287
C8 -4.44289 -5.98334 -1.35239  0.279
C9 -3.97148 -4.78741 -0.50570  -0.419
O3 -3.23797 -6.42701 -2.07864  -0.428
H17 -5.49484 -7.98218 -0.93828  0.395
H18 -5.80363 -6.63830 0.23540  0.362
H19 -4.29664 -7.51496 0.22336  0.225
H20 -5.23924 -5.67686 -2.06961  0.283
H21 -4.83149 -4.36124 0.00278  0.386
H22 -3.37155 -4.09204 -1.08569  -0.010
H23 -3.23281 -5.26247 0.22604  -0.002
H24 -3.52179 -7.21734 -2.55634  0.262
C10 4.45993 -6.49314 -0.76713  -1.696
C11 5.35865 -5.91781 0.28155  1.945
C12 5.12530 -4.40290 0.30413  -1.588
C13 5.78239 -3.69462 1.51123  -0.522
C14 5.27657 -4.31884 2.80632  -1.106
C15 5.49130 -5.84109 2.83889  1.768
N1 4.94746 -6.45736 1.61926  0.867
O4 5.03122 -7.82826 1.54778  -0.501
C16 6.93374 -6.16317 3.20493  -1.934
C17 4.68241 -6.35825 3.97976  -1.921
C18 6.90075 -6.24453 -0.02848  -1.736
H25 4.67424 -5.94586 -1.68664  0.429
H26 3.41903 -6.34763 -0.45246  -0.304
H27 4.68608 -7.57821 -0.96510  0.529
H28 5.43379 -4.04378 -0.69598  0.552
H29 4.04242 -4.17340 0.28513  0.096
H30 5.65077 -2.63016 1.40180  0.469
H31 6.90317 -3.87287 1.46715  0.139
H32 4.18050 -4.19588 2.81412  0.245
H33 5.72145 -3.85485 3.69311  0.499
H34 7.71663 -5.76504 2.53284  0.266
H35 7.16384 -5.73648 4.19605  0.455
H36 7.03488 -7.22348 3.30618  0.463
H37 3.65163 -6.06205 3.74649  0.301
H38 4.65185 -7.46567 4.19170  0.323
H39 4.98906 -5.94266 4.90100  0.460
H40 7.63224 -5.86280 0.66188  0.334
H41 7.08066 -5.79796 -1.01784  0.361
H42 7.13255 -7.30343 -0.07390  0.441
H43 5.97078 -8.14554 1.40979  0.370
C19 1.61169 -5.52026 -6.38015  -1.901
C20 1.77059 -6.01175 -4.98575  1.793
C21 0.86103 -5.19349 -4.08241  -1.365
C22 0.76035 -5.75686 -2.66689  1.489
C23 0.09214 -7.12622 -2.73296  -1.256
C24 0.85578 -8.01555 -3.67947  1.892
N2 1.16308 -7.33627 -4.96815  0.151
O5 1.90537 -8.19373 -5.76656  -0.514
C25 2.12388 -8.63944 -2.91399  -2.337
C26 0.01351 -9.27575 -4.03534  -1.845
C27 3.25308 -5.83929 -4.50039  -1.492
H44 0.53234 -5.51680 -6.63119  0.421
H45 2.15065 -6.15514 -7.09577  0.396
H46 1.98403 -4.44859 -6.47025  0.153
H47 1.27047 -4.16963 -4.03722  -0.048
H48 -0.14667 -5.06886 -4.51752  0.615
H49 0.13413 -5.01187 -2.19223  -0.220
H50 1.73617 -5.86832 -2.22335  -0.626
H51 -0.95418 -7.04080 -2.93154  0.309
H52 0.21359 -7.63622 -1.78152  0.191
H53 1.72188 -9.30151 -2.17637  0.595
H54 2.76085 -9.23600 -3.62361  0.351
H55 2.70156 -7.84906 -2.42302  0.655
H56 -1.05170 -8.98574 -4.29396  0.279
H57 0.48325 -9.86420 -4.86348  0.432
H58 -0.02642 -9.93150 -3.19278  0.431
H59 3.39501 -6.17800 -3.48495  0.348
H60 3.37495 -4.75105 -4.51547  0.365
H61 4.09616 -6.27040 -5.14875  0.361
H62 2.82781 -8.11309 -5.34938  0.424
C28 -7.54927 -1.94748 -2.30372  -1.792
C29 -6.81938 -1.21079 -1.12137  1.784
C30 -5.28035 -1.30502 -1.25215  -0.406
C31 -4.70342 -0.47599 -2.38471  -0.910
C32 -5.12955 0.97474 -2.16570  0.542
C33 -6.63056 1.15154 -2.09257  1.915
N3 -7.13645 0.27619 -1.01578  0.413
O6 -8.60012 0.36823 -1.05214  -0.552
C34 -7.04828 2.49563 -1.62556  -1.360
C35 -7.38921 0.90199 -3.45759  -1.822
C36 -7.27692 -1.86017 0.20154  -1.860
H63 -7.09834 -1.66360 -3.27791  0.320
H64 -8.57269 -1.70496 -2.32570  0.420
H65 -7.44627 -3.02811 -2.23326  0.395
H66 -4.63881 -1.02170 -0.37521  -0.005
H67 -5.08449 -2.38297 -1.38563  -0.306
H68 -4.93293 -0.86219 -3.43414  0.461
H69 -3.63209 -0.55105 -2.31379  0.210
H70 -4.71176 1.60632 -2.92889  -0.259
H71 -4.61464 1.19034 -1.23057  -0.512
H72 -6.50835 3.30208 -2.16106  0.127
H73 -8.09929 2.69017 -1.74364  0.678
H74 -6.73337 2.50941 -0.55734  -0.169
H75 -7.07480 0.06844 -4.07899  0.361
H76 -8.42130 0.73368 -3.16374  0.501
H77 -7.43501 1.73281 -4.15878  0.358
H78 -6.75477 -1.33895 1.04684  0.327
H79 -6.91306 -2.90073 0.21961  0.142
H80 -8.32193 -1.70749 0.25310  0.635
H81 -8.84783 0.68115 -0.18739  0.329
C37 -2.74554 3.41919 -3.13691  0.228
C38 -2.92311 4.18186 -4.44673  1.488
C39 -3.03394 5.72525 -4.18729  -1.591
C40 -1.68950 6.37242 -3.91954  0.878
C41 -0.67720 6.07873 -4.97797  -1.984
C42 -0.50089 4.63854 -5.27693  2.332
N4 -1.91394 4.08783 -5.48963  -0.079
O7 -1.80009 2.71763 -5.79004  -0.113
C43 0.16464 4.42035 -6.65365  -1.884
C44 0.26032 3.83332 -4.16088  -0.267
C45 -4.27181 3.75593 -5.19298  -2.052
H82 -1.89008 3.66561 -2.53199  -0.157
H83 -2.73907 2.33817 -3.24918  -0.146
H84 -3.68160 3.50753 -2.55085  -0.049
H85 -3.35970 6.15244 -5.12138  0.377
H86 -3.81891 5.83002 -3.40361  0.420
H87 -1.25539 5.94245 -3.00246  -0.749
H88 -1.73347 7.41590 -3.65062  0.598
H89 0.25839 6.50981 -4.78192  0.540
H90 -0.94084 6.44360 -5.94739  0.514
H91 0.35043 3.35619 -6.73991  0.170
H92 -0.52746 4.77932 -7.45360  0.464
H93 1.08712 5.01694 -6.69281  0.443
H94 -0.04722 4.06982 -3.16157  -0.596
H95 0.26072 2.73985 -4.31695  -0.466
H96 1.29502 4.19123 -4.20629  0.757
H97 -4.26059 4.22857 -6.16163  0.622
H98 -5.13788 4.15768 -4.64266  0.300
H99 -4.35753 2.69023 -5.41929  0.236
H100 -1.95946 2.61716 -6.74874  0.301
C46 2.27862 8.88613 1.62211  -2.092
C47 1.23206 8.17325 0.74773  1.969
C48 1.01969 8.77724 -0.64475  -1.888
C49 0.21332 7.82998 -1.50570  0.066
C50 1.01930 6.53979 -1.73072  -0.535
C51 1.18688 5.88776 -0.37902  2.068
N5 1.80622 6.86666 0.54356  0.093
O8 1.99167 6.13249 1.78768  -0.338
C52 -0.09720 5.26632 0.10116  1.107
C53 2.20294 4.73139 -0.59693  -2.277
C54 -0.09319 8.06798 1.46766  -1.054
H101 2.13630 8.47164 2.61870  0.539
H102 2.08307 9.94905 1.53640  0.491
H103 3.30539 8.80622 1.25968  0.331
H104 0.51151 9.73108 -0.61304  0.546
H105 1.97224 8.92641 -1.09189  0.444
H106 -0.13832 8.35883 -2.38200  0.345
H107 -0.69936 7.57761 -0.91818  -0.036
H108 1.96938 6.88103 -2.19405  0.492
H109 0.47185 5.81028 -2.32675  -1.419
H110 -0.36093 4.48074 -0.62910  0.025
H111 -0.06601 4.85846 1.10203  -0.038
H112 -0.93025 5.96169 0.15730  -0.684
H113 2.22034 4.09336 0.30853  0.252
H114 1.89401 4.24709 -1.52582  -0.098
H115 3.18601 5.06990 -0.89927  0.845
H116 -0.92931 7.85242 0.80293  0.293
H117 -0.28608 9.04478 1.98969  0.505
H118 0.04030 7.29265 2.31595  -0.280
H119 2.81471 6.51979 2.13292  0.347
C55 -6.66417 5.92614 0.50232  -1.363
C56 -6.37399 5.93010 2.06759  1.583
C57 -6.99525 4.72569 2.78415  -1.578
C58 -6.25433 3.41777 2.48956  0.450
C59 -4.78756 3.51530 2.72345  -1.187
C60 -4.12585 4.80663 2.09895  3.000
N6 -4.93694 6.01095 2.40348  -0.098
O9 -4.41491 7.02258 1.56939  -0.517
C61 -2.76654 4.95444 2.80226  -1.179
C62 -3.84752 4.60906 0.60070  -0.952
C63 -6.94289 7.22016 2.69934  -1.871
H120 -7.70635 5.66278 0.42284  0.503
H121 -6.14156 5.19813 -0.10022  0.061
H122 -6.58258 6.89406 0.05706  0.333
H123 -6.97398 4.89254 3.86678  0.418
H124 -8.05321 4.61620 2.59830  0.548
H125 -6.39643 3.07853 1.44452  -0.690
H126 -6.66727 2.52171 3.00698  0.554
H127 -4.23350 2.65632 2.32283  -0.360
H128 -4.51721 3.49508 3.75101  0.543
H129 -2.14776 5.67302 2.19147  -0.848
H130 -2.91750 5.39974 3.81327  0.863
H131 -2.20840 4.03003 2.95340  -0.197
H132 -3.65491 5.55453 0.14079  1.017
H133 -2.88256 4.06462 0.54705  0.054
H134 -4.61572 4.17724 -0.04884  -0.781
H135 -7.88824 7.51995 2.25569  0.405
H136 -6.33153 8.07430 2.52446  0.377
H137 -7.11007 7.05234 3.75492  0.397
H138 -4.42346 7.77798 2.17395  0.427
C64 8.03022 0.06565 0.96761  -1.243
C65 8.31572 1.30167 0.14043  1.543
C66 9.12619 0.75774 -1.12166  -1.074
C67 8.21643 0.10063 -2.17360  -0.572
C68 7.13713 1.04489 -2.66610  -0.842
C69 6.32026 1.52798 -1.46677  2.283
N7 7.14932 2.03461 -0.37054  -0.163
O10 6.27349 2.23077 0.71371  -0.262
C70 5.46040 2.66405 -1.85629  -2.312
C71 5.27317 0.40516 -0.99121  -1.062
C72 9.18201 2.28274 0.96037  -1.956
H139 7.62779 0.42828 1.88993  0.322
H140 8.94030 -0.49741 1.24944  0.463
H141 7.39022 -0.69715 0.44523  0.053
H142 9.75278 1.54923 -1.59351  0.274
H143 9.82645 0.06132 -0.56304  0.400
H144 7.82738 -0.82916 -1.79183  0.127
H145 8.85045 -0.24310 -2.97383  0.521
H146 6.43822 0.58503 -3.37948  0.109
H147 7.64805 1.81394 -3.22417  0.430
H148 4.65927 2.27267 -2.49993  0.179
H149 5.07546 3.13408 -0.97691  0.369
H150 5.97492 3.38849 -2.45765  0.616
H151 4.60462 0.11358 -1.79731  0.070
H152 5.79429 -0.48563 -0.67343  0.057
H153 4.65240 0.71140 -0.16883  0.177
H154 10.01991 1.77885 1.46900  0.332
H155 8.48308 2.72950 1.61693  0.474
H156 9.60269 3.07031 0.32213  0.419
H157 6.32135 3.20618 0.88058  0.330
C73 -0.90913 -2.01962 -0.37257  -0.363
C74 0.28114 -1.11326 -0.34413  3.390
C75 0.47349 -0.44751 -1.71796  -1.190
C76 -0.57202 0.62045 -2.03656  1.554
C77 -0.59520 1.59434 -0.92409  0.317
C78 -0.85617 1.02860 0.51383  1.983
N8 0.15992 -0.05853 0.69115  -0.114
O11 -0.02676 -0.71042 1.96439  1.719
C79 -0.56499 2.10366 1.59965  0.337
C80 -2.36063 0.67748 0.66793  0.301
C81 1.60229 -1.81941 -0.12458  -1.713
H158 -1.68138 -1.42048 -0.80331  -0.401
H159 -1.17990 -2.41264 0.62195  -0.398
H160 -0.73320 -2.87078 -1.02235  -0.245
H161 1.46687 0.07302 -1.77362  -0.309
H162 0.51067 -1.33126 -2.41721  0.305
H163 -1.54232 0.13473 -2.17400  -0.846
H164 -0.44794 1.19516 -2.95467  -0.886
H165 -1.28228 2.43167 -1.05003  -0.906
H166 0.37665 2.13860 -0.82747  0.016
H167 -1.19347 2.98718 1.43006  -0.457
H168 -0.73493 1.72558 2.59544  0.081
H169 0.46344 2.52900 1.62257  -0.571
H170 -2.66850 0.21196 -0.27126  -0.747
H171 -2.47571 0.06521 1.55421  -0.260
H172 -2.93771 1.57247 0.63818  -0.376
H173 2.43773 -1.11079 -0.16134  -0.077
H174 1.68255 -2.60337 -0.85159  0.407
H175 1.64712 -2.19899 0.90581  0.188
H176 0.74917 -0.43421 2.46827  -0.702
C82 -3.69064 -4.63572 4.32811  -1.713
C83 -2.50257 -3.71152 3.99567  1.567
C84 -1.16049 -4.38501 4.10011  0.800
O12 -0.84353 -5.30470 5.13781  -0.484
C85 -0.62855 -4.68483 6.35174  -0.818
N9 -2.72412 -2.98402 2.77401  -0.171
H177 -4.70317 -4.15444 4.32503  0.367
H178 -3.54106 -5.04259 5.30892  0.368
H179 -3.69057 -5.55106 3.65723  0.274
H180 -2.49881 -2.93022 4.79725  -0.108
H181 -0.42334 -3.59620 4.19360  0.270
H182 -0.95523 -4.92043 3.16692  -1.116
H183 -1.36001 -3.93878 6.63472  0.285
H184 0.34516 -4.21505 6.55806  0.215
H185 -0.81196 -5.45866 7.06942  0.489
H186 -1.95187 -2.34003 2.66417  -0.251
H187 -2.52473 -3.60173 2.01046  -0.157
C86 -0.71543 -0.89528 8.12125  -1.762
C87 -0.19161 -0.74923 6.71218  1.412
C88 -1.05329 0.15085 5.85947  0.462
O13 -2.36344 -0.38014 5.88379  -0.473
C89 -3.26613 0.04263 4.84226  -0.020
N10 1.23367 -0.43133 6.59704  -0.667
H188 -1.59086 -1.49818 8.24273  0.347
H189 -0.96805 0.06195 8.61589  0.349
H190 0.09704 -1.27742 8.77758  0.453
H191 -0.22773 -1.72065 6.24727  -0.820
H192 -0.67279 0.07992 4.81784  -0.495
H193 -0.94159 1.22979 6.18253  0.059
H194 -4.25381 -0.18532 5.20390  0.462
H195 -3.05717 -0.55559 3.92302  -0.173
H196 -3.16152 1.15715 4.62003  0.001
H197 1.78190 -1.26412 6.78711  0.352
H198 1.65861 0.33857 7.14077  0.172
C90 0.67557 3.41285 6.60659  -1.325
C91 0.08360 3.88869 5.24743  1.453
C92 -0.32585 5.39789 5.28702  -0.251
O14 -1.56535 5.50187 5.95812  -0.381
C93 -1.85363 6.85780 6.20257  -0.896
N11 1.09891 3.67161 4.23441  -0.443
H199 -0.06696 3.54627 7.41448  0.307
H200 1.53027 4.00422 6.83764  0.552
H201 0.91838 2.35521 6.46726  -0.039
H202 -0.85165 3.44450 5.00470  -0.204
H203 -0.41029 5.68877 4.25128  -0.440
H204 0.53345 5.87478 5.71513  0.656
H205 -1.16920 7.27767 6.92208  0.370
H206 -2.82256 6.84116 6.68475  0.287
H207 -1.86597 7.47954 5.31460  0.263
H208 1.44949 2.75094 4.08009  0.176
H209 0.67854 3.93483 3.35375  -0.390
C94 3.29009 0.21790 -4.70319  -1.289
C95 2.70703 -0.14076 -6.05379  0.401
C96 1.38427 -0.87461 -5.98505  -0.259
O15 0.40170 -0.04000 -5.50137  0.238
C97 -0.87056 -0.58431 -5.57268  -0.579
N12 2.75356 1.07661 -6.81793  -0.736
H210 3.53469 -0.60493 -4.04917  0.449
H211 2.54547 0.71640 -4.08388  -0.157
H212 4.16118 0.83046 -4.80265  0.311
H213 3.39835 -0.82958 -6.62251  0.554
H214 1.42456 -1.73249 -5.34017  -0.127
H215 1.20174 -1.27447 -6.98264  0.369
H216 -1.55657 0.11388 -5.10779  -0.114
H217 -0.89068 -1.48772 -4.93874  0.170
H218 -1.34026 -0.89358 -6.51514  0.391
H219 1.89232 1.52203 -6.60366  0.023
H220 2.61902 0.88340 -7.81334  0.344

Summary:
LUMO energy: 0.4 eV
energy: -5612.98910 Eh
orbital gap: 8.711 eV
spin multiplicity: 1